80
Properties=species:S:1:pos:R:3 method="wB97M-V/def2-TZVPD" homo_ev="-9.77 / -9.78" spin_multiplicity=4 e_tot_ha=-3179.7022 orbital_gap_ev="6.149 / 6.161" largest_force_ev_per_a=1.53 total_charge=+1
Er 0.7831 0.0835 -0.0250
C -0.7128 -4.8107 -1.4086
C -0.8241 -4.4183 -2.7352
C -0.6963 -3.0785 -3.0529
C -0.4733 -2.1761 -2.0209
N -0.3115 -2.5466 -0.7445
C -0.4430 -3.8420 -0.4604
N -0.3100 -0.8031 -2.2164
C -1.1444 -0.0061 -1.6339
N -0.7158 1.2715 -1.3659
C -1.4433 1.7248 -0.3206
N -1.1367 2.7890 0.3547
C -0.6955 2.7263 1.6200
C -0.8605 3.7922 2.5286
C -0.2950 3.7043 3.7753
C 0.4297 2.5601 4.1274
C 0.5507 1.5611 3.1951
N 0.0322 1.6181 1.9564
C -2.5640 0.7937 -0.0321
C -3.6440 0.8951 0.8229
C -4.5490 -0.1601 0.8366
C -4.3743 -1.2638 0.0072
C -3.2976 -1.3524 -0.8691
C -2.3937 -0.3048 -0.8798
H -0.8078 -5.8483 -1.1224
H -1.0075 -5.1468 -3.5137
H -0.7908 -2.7221 -4.0695
H -0.3359 -4.1073 0.5854
H -1.4519 4.6453 2.2265
H -0.4181 4.5082 4.4896
H 0.8810 2.4558 5.1030
H 1.0946 0.6533 3.4332
H -3.7750 1.7642 1.4557
H -5.4028 -0.1232 1.5005
H -5.1007 -2.0654 0.0337
H -3.1921 -2.2061 -1.5256
C 3.0859 -0.4520 -0.4298
C 2.8485 -1.5900 -1.2829
C 2.7676 -2.7280 -0.4903
C 2.9413 -2.3483 0.8683
C 3.1121 -0.9602 0.9257
C 3.5906 -0.1744 2.1208
C 3.1709 -3.3168 1.9998
C 2.6753 -4.1394 -0.9856
C 2.8918 -1.5530 -2.7827
C 4.0006 0.6712 -0.8819
H 4.6722 -0.2840 2.2406
H 3.1291 -0.5216 3.0488
H 3.3755 0.8905 2.0124
H 4.1933 -3.6988 1.9419
H 2.5149 -4.1922 1.9555
H 3.0699 -2.8446 2.9791
H 3.6775 -4.5684 -1.0734
H 2.2091 -4.1818 -1.9700
H 2.1058 -4.7796 -0.3104
H 3.8941 -1.7973 -3.1445
H 2.6245 -0.5682 -3.1635
H 2.2036 -2.2790 -3.2208
H 5.0089 0.2678 -1.0185
H 4.0631 1.4723 -0.1531
H 3.6845 1.0987 -1.8339
N 1.8531 5.8750 -1.0124
C 1.1425 4.5953 -1.0301
C 2.0671 3.4786 -0.5475
O 3.3282 3.8119 -0.4612
O 1.6834 2.3554 -0.2889
H 1.5664 6.4846 -1.7652
H 3.3609 4.7631 -0.7342
H 1.6990 6.3704 -0.1428
H 0.8638 4.3406 -2.0536
H 0.2268 4.5630 -0.4429
I -3.0676 -2.2904 4.9094
C -1.5270 -2.0797 3.5395
C -0.4056 -2.8658 3.3891
N 0.2947 -2.3300 2.3794
N -0.2909 -1.2410 1.8685
C -1.3979 -1.0701 2.5813
H -0.0897 -3.7470 3.9217
H 1.1790 -2.6186 1.9849
H -2.0669 -0.2502 2.4019

---

81
Properties=species:S:1:pos:R:3 method="wB97M-V/def2-TZVPD" homo_ev="-12.48 / -12.47" spin_multiplicity=5 e_tot_ha=-3196.0983 orbital_gap_ev="6.550 / 2.394" largest_force_ev_per_a=6.27 e_above_lowest_kj_mol=0.0 total_charge=+2
Pt -0.4387 -1.6231 -4.5139
C -1.1512 3.7584 -1.3977
C -1.4735 3.4207 -2.6576
C -0.4829 3.0907 -3.7548
C 0.5942 2.0175 -3.3777
C 1.9504 2.5893 -3.0767
C 2.1800 3.7781 -2.4805
C 1.1342 4.7485 -2.0200
C 0.1987 4.1758 -0.9153
C 0.9485 -2.5334 -3.2595
H -1.8985 3.6906 -0.6040
H -2.5388 3.2523 -2.9427
H 0.0396 3.9679 -4.1613
H -1.1142 2.7017 -4.5776
H 0.1860 1.3421 -2.5987
H 0.7078 1.3746 -4.2713
H 2.7756 1.9059 -3.3402
H 3.2112 4.0665 -2.2224
H 0.5245 5.0702 -2.8727
H 1.6737 5.6288 -1.6304
H 0.6631 3.3125 -0.4109
H 0.1322 4.9302 -0.1133
H 1.0796 -1.7330 -2.5198
H 1.8145 -2.6412 -3.9436
H 0.6295 -3.4757 -2.8268
P 1.1556 -1.5491 -6.1152
P -2.0435 -0.9971 -5.9397
N 2.5089 -0.4391 -6.2276
N 1.9275 -2.8729 -7.2579
N -2.1701 0.7078 -6.8037
N -3.8044 -1.4437 -6.4277
C 0.1021 -0.9892 -7.4569
C -1.1774 -1.8026 -7.3558
C 3.6279 -0.3778 -5.3820
C 4.5976 0.4515 -5.9502
C 4.0689 0.9188 -7.2028
C 2.8224 0.3224 -7.3629
C 2.4022 -4.1129 -6.8504
C 2.9545 -4.7667 -7.9449
C 2.8509 -3.8846 -9.0639
C 2.2634 -2.7206 -8.6032
C -2.6081 1.9108 -6.2459
C -2.5483 2.9233 -7.2216
C -2.0860 2.3184 -8.4263
C -1.9533 0.9555 -8.1655
C -4.6764 -0.5877 -7.1231
C -5.4002 -1.3004 -8.0644
C -5.0269 -2.6856 -7.9263
C -4.0570 -2.7415 -6.9253
H 0.5410 -0.9725 -8.4391
H -0.0474 0.0429 -7.1514
H -1.8276 -1.7796 -8.2249
H -0.9404 -2.8482 -7.0836
H 3.6209 -0.9290 -4.4439
H 5.5705 0.6904 -5.5309
H 4.5255 1.6028 -7.9118
H 2.1366 0.3965 -8.1874
H 2.2748 -4.3933 -5.8087
H 3.3672 -5.7659 -7.9462
H 3.1473 -4.0778 -10.0856
H 2.0370 -1.8041 -9.1439
H -2.9701 1.9608 -5.2308
H -2.8012 3.9670 -7.0673
H -1.8612 2.7867 -9.3757
H -1.6646 0.1706 -8.8427
H -4.7013 0.4766 -6.8932
H -6.0950 -0.8705 -8.7785
H -5.4071 -3.5291 -8.4963
H -3.5170 -3.5888 -6.5247
F 0.6036 -1.1000 3.7798
C -0.0148 -1.2833 2.5829
C -0.3574 -0.1635 1.8255
F -0.0304 1.0890 2.2535
C -0.8235 -0.3302 0.5245
F -0.9524 0.7665 -0.2585
C -0.9192 -1.5951 -0.1070
S -1.3844 -1.6960 -1.7266
C -0.5427 -2.7114 0.6995
F -0.4188 -3.9263 0.1287
C -0.0962 -2.5615 2.0186
F 0.4242 -3.5977 2.7158

---

83
Properties=species:S:1:pos:R:3 method="wB97M-V/def2-TZVPD" homo_ev="-5.00 / -5.02" spin_multiplicity=6 e_tot_ha=-3965.2012 orbital_gap_ev="7.474 / 7.452" largest_force_ev_per_a=0.58 e_above_lowest_kj_mol=0.0 total_charge=-1
Mn -1.5214 2.9660 -0.5580
C -0.0808 4.2039 3.6208
C -0.2807 3.8327 2.1818
N -1.3584 3.3138 1.7082
N -2.3558 2.9925 2.5663
C -3.5033 2.7192 1.9785
N -4.4874 2.3122 2.8347
S -3.9364 2.8942 0.3185
C 0.8314 4.0074 1.2171
C 1.9930 4.6924 1.5446
C 3.0284 4.7494 0.6245
C 2.8886 4.1082 -0.5942
C 1.6924 3.4542 -0.8496
N 0.6910 3.4174 0.0186
H -0.9184 3.8361 4.2057
H -0.0232 5.2893 3.7360
H 0.8526 3.7818 3.9999
H -4.1646 1.9550 3.7200
H -5.2537 1.8286 2.3979
H 2.0844 5.1741 2.5076
H 3.9391 5.2842 0.8632
H 3.6786 4.1052 -1.3304
H 1.5386 2.9234 -1.7806
O -0.1687 6.1355 -2.7597
C -0.7734 5.1415 -2.3710
O -1.4840 4.9873 -1.3373
C -0.5827 3.8669 -3.2285
C 0.3103 3.8773 -4.2917
C 0.5318 2.7008 -4.9809
C -0.1255 1.5461 -4.5742
C -0.9764 1.6156 -3.4872
N -1.2138 2.7600 -2.8361
H 0.8059 4.8082 -4.5274
H 1.2253 2.6672 -5.8127
H 0.0394 0.5998 -5.0705
H -1.4675 0.7338 -3.1028
C 2.8682 -2.3073 1.6253
N 1.9983 -1.1846 1.8400
C 1.5457 -0.8087 3.1668
C 0.7334 0.4682 2.9088
N 1.0895 0.7967 1.5366
C 1.7203 -0.2335 0.9183
S 2.0919 -0.3018 -0.7119
H 2.3988 -3.2309 1.9724
H 3.8182 -2.1757 2.1560
H 3.0581 -2.3896 0.5573
H 2.4035 -0.6316 3.8268
H 0.9371 -1.6030 3.6063
H 1.0236 1.2746 3.5845
H -0.3389 0.2918 2.9867
H 0.4271 1.2944 0.9484
C 2.0606 -6.3934 1.6735
C 1.5376 -5.6297 0.4823
C 2.1405 -5.8073 -0.7604
C 1.6677 -5.1246 -1.8698
C 0.6060 -4.2456 -1.7539
C -0.0012 -4.0481 -0.5150
N -1.0245 -3.1335 -0.3159
C -1.8147 -2.5098 -1.2694
C -2.3244 -3.1996 -2.3720
C -3.2338 -2.5934 -3.2228
C -3.6618 -1.2939 -2.9936
C -3.1264 -0.5888 -1.9238
C -2.1897 -1.1639 -1.0788
C -1.5721 -0.3289 0.0251
O -1.3151 -0.8804 1.1103
O -1.3102 0.8719 -0.2608
C 0.4503 -4.7651 0.6098
C -0.2640 -4.5788 1.9228
H 2.9650 -6.9402 1.4082
H 1.3279 -7.1156 2.0412
H 2.3010 -5.7287 2.5054
H 2.9829 -6.4822 -0.8535
H 2.1475 -5.2572 -2.8314
H 0.2769 -3.6696 -2.6078
H -0.9947 -2.5888 0.5480
H -2.0399 -4.2320 -2.5291
H -3.6311 -3.1553 -4.0594
H -4.3915 -0.8320 -3.6455
H -3.4241 0.4354 -1.7295
H 0.0681 -3.6734 2.4390
H -0.1061 -5.4229 2.5912
H -1.3362 -4.4645 1.7620